1.
This record from the OMol25 dataset describes 2 unconnected molecules or ions with the total composition CH10NOSSi2. The level of theory is wB97M-V/def2-TZVPD.

The geometry in XYZ format:
```
16
Properties=species:S:1:pos:R:3:forces:R:3
C -0.181518 -0.819760 -1.952460 -1.0 2.0 1.1
N -1.664215 -1.256811 -2.066885 0.3 -0.5 -0.2
O -0.118320 -0.568955 -0.489956 0.4 0.4 0.9
Si 2.370896 1.820739 1.148559 -0.9 0.6 2.1
Si 0.010191 1.185582 1.133504 -0.7 -1.9 -1.5
S -0.222984 -0.196470 2.726388 1.8 0.3 -0.1
H 0.413703 -1.674920 -2.148940 0.4 -1.1 -0.1
H -2.269799 -0.557004 -1.553736 0.7 -0.4 -1.9
H -1.759932 -1.452535 -3.120785 -0.8 0.7 2.1
H -1.877745 -2.097440 -1.503981 0.1 -0.3 -0.6
H -0.114365 -1.345145 0.097957 0.1 -0.2 -0.3
H 3.196555 0.629606 0.978389 0.0 -0.1 -0.6
H 2.513665 3.160888 0.564823 0.2 -0.3 -0.5
H 2.403376 2.072547 2.662687 -0.1 -0.2 -0.9
H -1.260028 1.420692 0.331937 0.7 0.7 0.8
H -1.439480 -0.321015 3.192499 -1.2 0.3 -0.3
```
Positions in Å, forces in eV/Å.

- E (Eh) = -1150.8510
- E_LUMO (eV) = -4.85
- HOMO energy (Ha) = -0.4049
- orbital gap (eV) = 6.17
- max |F| (eV/Å) = 2.54
- ΔE to the lowest compared entry with this formula, charge and spin (kJ/mol) = 420.37
- charge = +1

Computed Löwdin charges, given in elementary charges: -0.22 0.07 -0.36 0.55 0.43 0.45 0.03 0.16 0.19 0.13 0.05 -0.08 -0.10 -0.08 -0.05 -0.19

2.
This record from the OMol25 dataset describes 4 unconnected molecules or ions with the total composition CH10O3. The level of theory is wB97M-V/def2-TZVPD.

The geometry in XYZ format:
```
14
Properties=species:S:1:pos:R:3:forces:R:3
C -3.071967 0.349615 0.869486 0.2 0.2 -0.4
H -3.216083 -0.723878 0.881536 0.1 -0.1 0.2
H -3.597214 0.743930 0.004075 -0.3 0.2 0.1
H -3.399487 0.803700 1.796996 -0.3 0.0 0.0
H -2.028163 0.606401 0.724457 0.2 -0.2 0.1
O 1.798446 2.723997 -1.989377 0.0 0.0 0.2
H 2.389168 2.380854 -2.666388 -0.1 0.1 -0.1
H 1.334789 3.478537 -2.367387 0.1 -0.1 -0.1
O 2.035204 -0.902783 -0.975895 0.0 0.1 0.2
H 1.830761 -1.396504 -0.165782 -0.1 -0.1 -0.2
H 1.767897 0.002223 -0.781991 0.0 0.0 -0.1
O 1.165632 -2.541191 1.282620 0.0 0.4 0.2
H 1.499723 -2.079579 2.067376 -0.1 -0.4 -0.2
H 1.491298 -3.445321 1.320279 0.1 0.1 0.1
```
Positions in Å, forces in eV/Å.

- E (Eh) = -269.8003
- E_LUMO (eV) = 0.64
- SMILES string = C.O.O.O
- HOMO energy (Ha) = -0.3926
- orbital gap (eV) = 11.33
- max |F| (eV/Å) = 0.47
- ΔE to the lowest compared entry with this formula, charge and spin (kJ/mol) = 40.07
- charge = 0

Computed Löwdin charges, given in elementary charges: -0.05 0.01 0.01 0.01 0.01 -0.06 0.04 0.03 -0.08 -0.02 0.02 -0.05 0.06 0.05

3.
This record from the OMol25 dataset describes 4 unconnected molecules or ions with the total composition CH10O3S2. The level of theory is wB97M-V/def2-TZVPD.

The geometry in XYZ format:
```
16
Properties=species:S:1:pos:R:3:forces:R:3
C -1.984286 0.266980 1.280527 -1.2 -1.3 0.4
S -0.873564 1.645649 1.323630 0.4 0.3 0.1
S -0.114811 1.646983 -0.575216 0.7 -0.3 -0.8
H -2.978982 0.541461 0.895505 0.4 -0.2 0.2
H -2.058600 -0.122305 2.306293 -0.3 0.8 0.2
H -1.683779 -0.693791 0.842683 0.5 0.7 -0.8
H -0.379868 2.834545 -1.181029 -0.5 -0.1 0.7
O -1.687422 -1.491130 -1.947615 -0.1 -0.1 0.9
H -2.376826 -0.983939 -2.381319 0.3 -0.1 -0.4
H -1.041884 -1.822007 -2.570210 -0.1 0.2 -0.5
O 3.046339 0.321480 -1.747018 -0.3 0.0 1.6
H 2.627850 0.834561 -1.024260 -0.1 0.3 -0.9
H 3.349430 -0.398372 -1.173906 0.3 -0.3 -0.6
O 2.315160 -0.999402 2.231946 0.1 -0.1 0.0
H 2.193661 -0.084125 1.969198 -0.1 0.1 0.0
H 1.647577 -1.496593 1.750786 -0.1 0.1 0.0
```
Positions in Å, forces in eV/Å.

- E (Eh) = -1066.1580
- E_LUMO (eV) = 0.36
- SMILES string = CSS.O.O.O
- HOMO energy (Ha) = -0.3292
- orbital gap (eV) = 9.32
- max |F| (eV/Å) = 1.82
- ΔE to the lowest compared entry with this formula, charge and spin (kJ/mol) = 83.48
- charge = 0

Computed Löwdin charges, given in elementary charges: -0.54 0.38 0.31 0.04 0.03 0.03 -0.18 -0.07 0.03 0.03 -0.09 -0.01 0.03 -0.06 0.02 0.03